Molecular formula: C3H7NO3
Method: DFT, the ωB97M-V functional and the def2-TZVPD basis

Summary:
frontier orbital gap: 9.99 eV
LUMO energy: 0.8 eV
HOMO level: -0.337 Ha
2S+1: 1
structure (SMILES): CN(C=O)OCO

Last column: Löwdin charge in e.
Positions of all 14 atoms, in Å:
C1 1.691 1.047 0.009  -0.07
N1 0.320 0.655 0.265  -0.14
C2 0.184 -0.376 1.359  -0.25
O1 1.089 -1.007 1.798  0.11
O2 -0.234 0.212 -0.997  -0.09
C3 -1.530 -0.276 -0.894  -0.30
O3 -1.636 -1.450 -0.139  -0.03
H1 2.333 0.193 -0.231  0.09
H2 2.063 1.531 0.909  0.09
H3 1.698 1.753 -0.820  0.09
H4 -0.853 -0.152 1.635  0.13
H5 -2.202 0.447 -0.415  0.14
H6 -1.826 -0.433 -1.940  0.14
H7 -1.097 -2.146 -0.538  0.11

***

Molecular formula: C3H7NO3
Method: DFT, the ωB97M-V functional and the def2-TZVPD basis

Summary:
frontier orbital gap (spin up / spin down): 8.74 / 7.39 eV
LUMO energy (spin up / spin down): 0.8 / -1.2 eV
HOMO level (spin up / spin down): -0.291 / -0.317 Ha
2S+1: 3
⟨S²⟩: 2.0229

Last column: Löwdin charge in e.
Positions of all 14 atoms, in Å:
C1 0.738 -1.966 -0.343  0.03
C2 0.734 1.659 -0.330  0.05
C3 0.339 -0.554 0.103  -0.41
N1 -0.583 -0.322 1.035  -0.02
O1 -1.298 -1.249 1.410  -0.01
O2 -2.827 1.696 0.380  -0.11
O3 1.017 0.363 -0.408  0.00
H1 -0.218 -2.606 -0.183  0.12
H2 1.456 -2.380 0.248  0.04
H3 1.231 -1.992 -1.335  0.10
H4 1.313 2.423 -0.818  0.07
H5 -0.110 2.011 0.213  0.04
H6 -3.122 0.789 0.537  0.02
H7 -2.025 1.884 1.000  0.06

***

Molecular formula: C3H7NO3S
Method: DFT, the ωB97M-V functional and the def2-TZVPD basis

Summary:
frontier orbital gap: 11.63 eV
LUMO energy: 0.6 eV
HOMO level: -0.407 Ha
2S+1: 1
structure (SMILES): C[C@H]1COS(=O)(=O)N1

Last column: Löwdin charge in e.
Positions of all 15 atoms, in Å:
C1 -1.878 -0.497 -0.377  -0.05
C2 -0.375 -0.239 -0.419  -0.50
C3 -0.025 1.122 0.146  -0.24
O1 1.398 1.237 0.043  -0.24
S1 2.083 -0.242 0.234  0.67
O2 2.764 -0.579 -0.932  -0.23
O3 2.749 -0.200 1.485  -0.26
N1 0.392 -1.250 0.342  0.00
H1 -2.096 -0.790 0.565  0.02
H2 -2.159 -1.289 -1.199  0.12
H3 -2.437 0.540 -0.638  0.13
H4 0.142 -0.236 -1.464  0.17
H5 -0.492 2.103 -0.354  0.17
H6 -0.346 1.342 1.227  0.15
H7 0.278 -1.021 1.341  0.08

***

Molecular formula: C3H7NO3S
Method: DFT, the ωB97M-V functional and the def2-TZVPD basis

Summary:
frontier orbital gap (spin up / spin down): 8.01 / 8.01 eV
LUMO energy (spin up / spin down): -0.5 / -0.5 eV
HOMO level (spin up / spin down): -0.313 / -0.312 Ha
2S+1: 1

Last column: Löwdin charge in e.
Positions of all 15 atoms, in Å:
C1 0.738 -1.254 0.821  -0.29
C2 -1.055 1.216 0.332  0.11
C3 0.240 -0.784 -0.362  -0.19
N1 0.285 -0.870 -1.727  0.05
O1 2.682 0.418 -1.000  -0.46
O2 1.704 -2.268 0.905  -0.04
O3 2.041 2.071 0.692  -0.43
S1 2.505 0.748 0.415  0.88
H1 0.451 -0.753 1.714  0.09
H2 -0.353 1.633 1.001  -0.04
H3 -2.000 0.862 0.768  0.02
H4 -1.088 1.615 -0.681  0.01
H5 1.183 -0.684 -2.188  0.08
H6 1.837 -2.573 -0.031  0.12
H7 -0.193 -0.030 -2.083  0.09

***

Molecular formula: C3H7NO3S
Method: DFT, the ωB97M-V functional and the def2-TZVPD basis

Summary:
frontier orbital gap: 8.94 eV
LUMO energy: -0.6 eV
HOMO level: -0.352 Ha
2S+1: 1

Last column: Löwdin charge in e.
Positions of all 15 atoms, in Å:
C1 -0.453 -1.367 0.077  -0.10
C2 0.006 0.016 0.251  -0.66
C3 0.036 0.961 -0.897  -0.01
N1 -0.103 0.460 1.552  0.12
O1 3.808 1.204 -0.997  -0.41
O2 4.675 -0.519 0.473  -0.43
O3 0.914 -1.051 0.077  -0.10
S1 3.754 -0.115 -0.573  0.86
H1 -0.816 -1.936 0.975  0.13
H2 -0.869 -1.564 -0.935  0.12
H3 0.786 1.812 -0.714  0.11
H4 -0.849 1.669 -0.958  0.11
H5 0.001 0.573 -1.842  0.05
H6 0.406 1.327 1.550  0.08
H7 0.445 -0.270 2.074  0.13

***

Molecular formula: C3H7NO4
Method: DFT, the ωB97M-V functional and the def2-TZVPD basis

Summary:
frontier orbital gap: 10.34 eV
LUMO energy: 0.5 eV
HOMO level: -0.361 Ha
2S+1: 1
structure (SMILES): O=CNCC(=O)O.O

Last column: Löwdin charge in e.
Positions of all 15 atoms, in Å:
O1 -2.657 1.016 0.189  0.00
C1 -1.882 0.352 0.862  -0.32
N1 -0.563 0.451 0.476  0.04
C2 0.371 -0.517 1.050  -0.11
C3 1.747 -0.287 0.576  -0.51
O2 2.734 -0.917 0.894  0.10
O3 1.883 0.704 -0.332  0.10
H1 -2.211 -0.164 1.765  0.14
H2 -0.275 0.972 -0.332  0.12
H3 0.359 -0.539 2.158  0.14
H4 0.167 -1.612 0.824  0.16
H5 2.774 0.579 -0.688  0.13
O4 -1.302 -0.759 -2.694  -0.06
H6 -1.966 -1.070 -3.310  0.03
H7 -1.165 0.189 -2.763  0.03

***

Relative energy (zero: lowest compared OMol25 entry of this formula, charge and spin)
In order: 4.093, 1.697, 2.028, 4.653, 1.879, 1.441
Unit: eV
Total energy
In order: -10854.2747, -10851.1566, -21689.9460, -21687.3208, -21690.0946, -12904.5453
Unit: eV